{"formula": "C6H16NO", "method": "ωB97M-V/def2-TZVPD", "symbols": ["C", "C", "C", "C", "C", "C", "N", "H", "H", "H", "H", "H", "H", "H", "H", "H", "H", "H", "H", "H", "H", "H", "H", "O"], "xyz": [[-1.577, 0.531, -1.830], [-1.094, -0.251, -0.599], [-0.321, 0.619, 0.374], [1.040, 1.014, -0.155], [2.172, 0.593, 0.387], [3.553, 0.891, -0.066], [-2.337, -0.832, 0.045], [-0.692, 0.710, -2.449], [-2.237, -0.015, -2.504], [-1.950, 1.521, -1.574], [-0.475, -1.074, -0.951], [-0.279, 0.148, 1.354], [-0.796, 1.604, 0.466], [0.993, 1.750, -0.951], [2.153, 0.065, 1.339], [4.025, -0.023, -0.442], [4.163, 1.261, 0.758], [3.657, 1.582, -0.905], [-2.968, -0.053, 0.234], [-2.119, -1.283, 0.949], [-2.821, -1.510, -0.542], [-1.067, -2.136, 3.035], [-0.234, -2.948, 1.914], [-0.788, -2.164, 2.113]], "atomic_forces_ev_per_a": [[1.20, -0.03, -0.31], [-0.40, 0.34, -1.27], [0.12, 0.88, 0.14], [-0.38, -0.47, 0.25], [0.26, 0.45, 0.28], [0.62, 0.02, -0.55], [0.13, 0.25, 0.78], [-0.05, 0.09, 0.11], [-0.30, -0.05, 0.30], [-0.37, -0.10, 0.08], [-0.11, -0.26, 0.31], [0.25, -0.02, -0.02], [-0.66, -0.31, 0.27], [0.38, -0.27, -0.27], [-0.32, -0.41, -0.26], [0.00, -0.09, 0.30], [0.02, -0.04, 0.00], [-0.42, 0.19, 0.14], [-0.18, -0.08, -0.03], [0.32, -0.17, -0.14], [0.07, 0.08, -0.14], [0.40, -0.51, 0.00], [-0.57, 0.60, 0.69], [-0.01, -0.09, -0.66]], "charge": 1, "relative_energy_kcal_mol": 16.3, "spin_multiplicity": 1}



{"formula": "C48H120O24", "method": "ωB97M-V/def2-TZVPD", "symbols": ["C", "O", "C", "C", "O", "C", "H", "H", "H", "H", "H", "H", "H", "H", "H", "H", "C", "O", "C", "C", "O", "C", "H", "H", "H", "H", "H", "H", "H", "H", "H", "H", "C", "O", "C", "C", "O", "C", "H", "H", "H", "H", "H", "H", "H", "H", "H", "H", "C", "O", "C", "C", "O", "C", "H", "H", "H", "H", "H", "H", "H", "H", "H", "H", "C", "O", "C", "C", "O", "C", "H", "H", "H", "H", "H", "H", "H", "H", "H", "H", "C", "O", "C", "C", "O", "C", "H", "H", "H", "H", "H", "H", "H", "H", "H", "H", "C", "O", "C", "C", "O", "C", "H", "H", "H", "H", "H", "H", "H", "H", "H", "H", "C", "O", "C", "C", "O", "C", "H", "H", "H", "H", "H", "H", "H", "H", "H", "H", "C", "O", "C", "C", "O", "C", "H", "H", "H", "H", "H", "H", "H", "H", "H", "H", "C", "O", "C", "C", "O", "C", "H", "H", "H", "H", "H", "H", "H", "H", "H", "H", "C", "O", "C", "C", "O", "C", "H", "H", "H", "H", "H", "H", "H", "H", "H", "H", "C", "O", "C", "C", "O", "C", "H", "H", "H", "H", "H", "H", "H", "H", "H", "H"], "xyz": [[19.703, 11.996, 22.614], [19.196, 13.248, 23.047], [19.780, 14.320, 22.351], [21.101, 14.767, 22.906], [22.034, 13.689, 22.784], [23.214, 13.672, 23.634], [20.173, 11.498, 23.464], [20.486, 12.147, 21.873], [18.936, 11.364, 22.217], [19.057, 15.125, 22.430], [19.937, 14.075, 21.260], [21.104, 15.138, 23.858], [21.529, 15.695, 22.395], [23.939, 13.007, 23.213], [22.996, 13.355, 24.648], [23.688, 14.670, 23.659], [17.278, 14.859, 19.403], [18.136, 13.823, 18.800], [17.897, 12.541, 19.412], [16.862, 11.751, 18.589], [15.594, 12.320, 18.825], [14.566, 11.475, 18.252], [16.191, 14.595, 19.367], [17.388, 15.746, 18.825], [17.609, 15.127, 20.384], [17.610, 12.624, 20.446], [18.807, 11.987, 19.313], [16.892, 10.644, 18.825], [17.042, 11.802, 17.502], [13.793, 11.468, 18.978], [14.888, 10.469, 18.160], [14.399, 12.003, 17.282], [11.197, 18.792, 22.084], [12.411, 19.326, 22.534], [13.513, 19.120, 21.670], [14.745, 19.811, 22.136], [15.166, 19.378, 23.488], [16.297, 18.496, 23.541], [10.303, 19.112, 22.631], [11.097, 17.696, 22.048], [11.051, 19.253, 21.060], [13.281, 19.523, 20.670], [13.748, 18.043, 21.428], [14.578, 20.906, 22.285], [15.561, 19.586, 21.482], [16.229, 17.660, 22.870], [16.265, 18.099, 24.544], [17.278, 18.983, 23.335], [12.077, 11.993, 21.429], [12.277, 13.345, 20.993], [13.693, 13.725, 21.090], [14.095, 14.033, 22.531], [15.468, 14.396, 22.586], [15.987, 14.494, 23.887], [11.075, 11.713, 21.067], [12.165, 11.870, 22.492], [12.792, 11.366, 20.876], [13.900, 14.526, 20.431], [14.334, 12.830, 20.780], [13.885, 13.133, 23.174], [13.513, 14.790, 22.925], [15.589, 13.669, 24.465], [15.691, 15.493, 24.268], [17.089, 14.358, 23.866], [22.598, 18.103, 20.410], [21.211, 18.526, 20.167], [20.941, 19.714, 21.015], [19.519, 20.211, 20.903], [18.717, 19.256, 21.622], [18.212, 18.152, 20.828], [22.749, 17.777, 21.453], [23.371, 18.915, 20.154], [22.857, 17.295, 19.791], [21.691, 20.421, 20.630], [21.123, 19.383, 22.058], [19.314, 20.403, 19.818], [19.435, 21.155, 21.405], [17.682, 17.508, 21.540], [19.045, 17.573, 20.425], [17.544, 18.438, 19.978], [19.148, 24.726, 23.745], [20.460, 24.899, 24.305], [20.953, 23.787, 25.100], [22.224, 23.423, 24.447], [21.986, 22.817, 23.184], [23.194, 22.737, 22.408], [19.035, 23.947, 23.016], [18.893, 25.655, 23.274], [18.355, 24.552, 24.469], [20.209, 22.988, 25.056], [21.119, 24.183, 26.145], [22.711, 22.690, 25.122], [22.954, 24.282, 24.369], [23.633, 21.744, 22.387], [23.949, 23.403, 22.898], [22.902, 22.999, 21.363], [22.185, 21.600, 18.148], [23.438, 21.470, 18.722], [24.404, 20.715, 18.090], [25.660, 20.911, 18.895], [25.293, 20.496, 20.220], [26.407, 20.383, 21.055], [22.295, 21.785, 17.065], [21.726, 22.502, 18.577], [21.497, 20.786, 18.267], [24.647, 21.129, 17.099], [24.226, 19.643, 18.026], [26.045, 21.962, 18.883], [26.537, 20.379, 18.466], [27.275, 19.834, 20.689], [25.968, 19.985, 21.986], [26.838, 21.397, 21.394], [14.287, 16.842, 18.675], [14.779, 18.156, 18.842], [14.076, 19.069, 18.019], [14.636, 20.453, 18.070], [14.032, 21.272, 19.116], [14.842, 22.385, 19.384], [14.771, 16.310, 17.798], [13.186, 16.802, 18.463], [14.547, 16.209, 19.523], [13.039, 19.114, 18.329], [14.144, 18.756, 17.028], [14.352, 20.896, 17.120], [15.737, 20.365, 18.134], [15.788, 22.023, 19.868], [14.385, 22.924, 20.232], [15.095, 23.017, 18.565], [22.496, 19.282, 24.251], [21.935, 17.974, 24.273], [21.344, 17.573, 25.536], [22.113, 17.848, 26.792], [23.403, 17.330, 26.709], [24.104, 17.411, 27.989], [23.207, 19.356, 25.046], [21.709, 20.096, 24.382], [23.025, 19.396, 23.334], [21.189, 16.502, 25.431], [20.347, 18.035, 25.540], [21.514, 17.350, 27.580], [22.228, 18.898, 26.940], [24.210, 18.459, 28.275], [25.114, 17.115, 27.760], [23.510, 16.723, 28.601], [18.605, 23.182, 18.737], [19.272, 22.222, 17.926], [18.380, 21.376, 17.099], [19.127, 20.206, 16.558], [19.442, 19.145, 17.431], [20.653, 18.540, 17.056], [19.361, 23.958, 18.857], [18.138, 22.778, 19.637], [17.823, 23.777, 18.300], [18.091, 21.997, 16.272], [17.512, 21.080, 17.748], [20.055, 20.532, 16.057], [18.467, 19.759, 15.799], [20.936, 17.983, 17.909], [21.363, 19.298, 16.825], [20.505, 17.913, 16.097], [17.810, 16.206, 15.282], [16.458, 16.041, 15.794], [16.037, 14.680, 15.959], [16.114, 13.884, 14.687], [15.731, 12.529, 15.042], [16.014, 11.645, 14.009], [18.161, 17.137, 15.717], [17.837, 16.087, 14.174], [18.527, 15.423, 15.640], [15.025, 14.729, 16.280], [16.776, 14.236, 16.628], [17.137, 13.774, 14.291], [15.484, 14.278, 13.907], [15.239, 11.523, 13.261], [16.152, 10.640, 14.416], [16.958, 11.970, 13.513], [22.293, 15.689, 14.753], [21.077, 15.129, 15.053], [21.050, 13.879, 15.700], [21.007, 13.962, 17.204], [22.340, 14.042, 17.766], [22.194, 14.203, 19.165], [22.680, 16.225, 15.564], [22.056, 16.500, 14.058], [23.018, 15.004, 14.337], [21.883, 13.195, 15.435], [20.127, 13.404, 15.377], [20.396, 13.168, 17.686], [20.413, 14.835, 17.572], [21.860, 13.276, 19.665], [21.386, 15.003, 19.296], [23.121, 14.626, 19.610]], "atomic_forces_ev_per_a": [[0.94, 0.13, 0.58], [0.06, -0.30, -0.31], [0.03, 0.29, -0.87], [2.14, 0.39, -2.32], [0.81, -0.46, 0.32], [-1.06, 1.51, -0.60], [-0.03, -0.11, 0.00], [-0.09, -0.18, -0.08], [-0.74, -0.29, -0.24], [0.00, 0.41, -0.16], [-0.34, 0.17, 0.89], [-0.64, 0.34, 3.02], [-0.72, -1.03, -0.23], [0.14, -0.56, -0.45], [-0.28, -0.01, 0.22], [-0.26, -0.21, 0.09], [-0.35, -1.15, -1.07], [-1.14, 0.59, 1.33], [-0.48, 0.04, -2.10], [0.19, -0.07, 0.27], [-0.11, -1.37, 0.41], [1.07, 2.60, -0.61], [1.04, -0.13, 0.23], [0.26, 0.66, -0.84], [0.10, -0.30, 0.91], [-0.21, 0.10, 0.48], [0.85, -0.27, 0.22], [-0.07, 0.97, 0.24], [0.48, 0.18, 0.18], [-1.27, 0.31, 0.10], [0.51, -0.97, -0.45], [-0.78, -1.14, 0.51], [-0.58, 0.77, -1.99], [0.29, -0.38, 1.01], [-0.55, -0.99, -1.27], [0.35, 0.55, 2.84], [0.07, -0.14, -1.11], [-0.12, 0.99, 0.17], [0.70, 0.38, 0.55], [0.66, 0.13, -0.14], [-0.19, -0.93, 0.54], [-0.06, 0.16, 0.19], [-0.40, 0.55, 0.79], [0.11, -0.77, -0.54], [0.43, 0.20, -0.82], [-0.44, -0.50, -0.51], [0.25, -0.10, 0.39], [-0.77, 0.00, 0.23], [-0.27, 0.57, -1.80], [1.43, 0.18, 0.45], [-0.07, -2.83, 0.85], [0.97, -1.77, -0.16], [-0.15, -0.60, -1.19], [0.25, 0.50, -0.16], [0.25, 0.09, 0.42], [0.05, -0.11, 0.55], [-0.05, -0.17, 0.46], [-0.12, 0.83, -0.60], [-0.76, 1.21, 0.09], [0.39, 0.52, -0.50], [-1.39, 1.89, 0.81], [-0.18, -0.04, 0.64], [0.31, -0.60, 0.43], [-0.68, 0.31, -0.17], [-0.26, 2.28, 0.44], [1.13, 0.24, 0.88], [1.23, -1.05, -0.68], [0.70, -1.44, -0.62], [-0.91, 0.22, -1.46], [0.30, 0.14, 0.15], [-0.19, 0.25, -0.16], [-1.29, -0.75, 0.56], [-0.19, -1.24, -1.02], [-0.24, 0.40, 0.67], [0.03, 0.51, -0.49], [-0.50, -0.60, 0.73], [-0.02, 0.49, 0.47], [0.01, 0.25, -0.37], [0.03, 0.09, -0.10], [0.37, 0.12, 0.73], [0.34, 0.52, 0.75], [-1.24, -0.46, 0.08], [-0.94, 2.15, -0.38], [1.66, -1.17, 0.38], [0.58, 0.31, 0.22], [-0.43, 0.70, 0.06], [0.57, -0.66, -0.51], [0.05, 0.54, -0.34], [0.13, -0.07, 0.63], [0.25, -0.18, 0.30], [-0.18, -0.71, -0.94], [0.16, 0.03, -0.20], [-1.03, -0.52, -0.01], [-0.16, -0.38, 0.12], [-0.45, -0.25, -1.02], [0.64, 0.05, 0.76], [-0.20, 1.38, -1.17], [-0.08, 0.02, 1.09], [1.32, 0.66, -0.63], [0.44, 0.41, 0.61], [1.43, 0.03, -1.24], [-0.03, 1.74, 2.14], [-0.16, 0.00, 0.07], [0.08, -0.36, -0.07], [-0.16, -0.74, 0.43], [-0.42, -0.26, -0.29], [-0.51, -0.18, -0.05], [-0.78, -0.35, 0.24], [-0.61, -0.47, 0.36], [-0.33, -0.49, -0.27], [0.68, -0.34, -0.28], [-0.65, -0.96, -0.75], [-0.03, -1.04, -1.43], [-0.14, -0.10, 0.28], [0.05, 0.27, 1.81], [-0.32, 0.43, 0.52], [0.79, -0.87, -1.22], [0.74, -0.93, 2.87], [-0.34, 0.85, 0.63], [0.73, 0.19, 0.52], [-0.15, 0.48, 0.28], [-0.53, -0.09, -0.03], [-0.02, -0.74, -1.93], [0.25, 0.39, -0.28], [-0.46, 0.35, 0.28], [-0.28, 0.23, -0.65], [-0.18, 0.15, -0.74], [-0.13, 0.51, -0.91], [-1.63, 0.12, 0.98], [0.17, -0.15, 0.51], [-0.27, 0.28, -1.83], [-0.20, -0.50, -0.23], [1.08, -0.39, 0.35], [-1.04, -0.06, -2.12], [0.63, 0.31, 0.62], [0.82, -0.87, -0.32], [0.15, 0.14, -0.83], [0.09, -0.11, 0.01], [0.10, 0.04, 0.57], [0.25, 0.45, 0.14], [-0.48, 1.07, 0.59], [-0.61, -0.04, 0.60], [0.25, -0.72, 0.22], [0.75, 0.49, 0.80], [0.73, 0.27, -0.41], [-1.28, -0.79, -0.61], [0.62, 0.75, 2.64], [-0.07, -0.85, -0.98], [-0.31, 1.00, 0.59], [-1.29, -0.98, -1.78], [0.15, -0.21, 1.01], [0.59, -0.17, 0.28], [-0.76, -0.18, -1.16], [-0.60, 0.19, -0.51], [0.67, 0.17, -0.78], [-0.37, 0.24, 0.08], [0.06, 0.28, -0.38], [0.59, -0.88, 0.53], [0.95, 0.49, -0.12], [0.29, 0.54, 1.41], [-0.41, -1.39, 0.35], [0.57, -0.05, -0.58], [2.09, 0.88, -0.80], [0.27, -1.58, 0.16], [-0.31, 1.16, 0.13], [1.10, -0.68, -0.40], [0.03, 0.27, -0.58], [-0.04, 0.72, 0.67], [-0.71, 0.34, 0.13], [-0.68, -0.20, 0.72], [-0.58, -0.37, 0.64], [-0.12, 0.55, 0.16], [-0.43, 0.19, -0.42], [-0.41, 0.48, -0.28], [0.16, 0.13, 0.19], [-0.50, -0.49, 0.06], [-0.14, 1.07, -1.18], [-1.24, -1.01, 0.05], [0.07, -0.50, 0.48], [-0.10, 0.63, 1.20], [-1.00, -0.28, -0.18], [-0.69, 1.60, 0.18], [1.05, 0.41, 1.69], [0.24, -0.28, -0.48], [0.22, -0.30, -0.16], [-0.16, 0.51, -0.22], [-0.16, -0.10, -0.11], [0.69, -0.30, -0.48], [0.48, -0.05, -0.65], [0.26, 0.29, -0.10], [0.88, -0.95, 0.37], [-0.45, -0.65, -0.35]], "smiles": "COCCOC.COCCOC.COCCOC.COCCOC.COCCOC.COCCOC.COCCOC.COCCOC.COCCOC.COCCOC.COCCOC.COCCOC", "relative_energy_kcal_mol": 87.4, "spin_multiplicity": 1}



| no. | total energy (Eh) | largest force on an atom (hartree/bohr) | Kohn-Sham gap (eV) |
| --- | --- | --- | --- |
| 1 | -367.9565 | 0.0268 | 9.4200 |
| 2 | -3705.9177 | 0.0619 | 9.4972 |